Formula: C5H7NS
Source: the OMol25 dataset
Level of theory: the ωB97M-V functional and the def2-TZVPD basis

Structure (XYZ):
```
14
Properties=species:S:1:pos:R:3:forces:R:3
C 2.99359 1.37536 -0.23512 -1.899 -0.355 -0.326
C 1.91013 0.81281 -0.14995 0.839 0.284 0.954
C -0.08360 -0.71148 -0.49863 -0.335 -1.384 -0.928
C -1.56300 -0.70118 -0.04466 0.212 1.764 2.289
C 0.77549 0.15948 0.37126 -0.516 -0.029 -2.504
N -0.88420 1.70992 0.73916 -0.084 -3.204 1.095
S -2.04127 1.05633 -0.25212 0.456 0.063 0.026
H 3.56317 2.23348 -0.41945 0.981 0.387 -0.161
H 0.27931 -1.77098 -0.48747 -0.120 0.566 0.717
H -0.05073 -0.59582 -1.61584 0.013 0.925 1.050
H -2.20935 -1.11170 -0.77761 -0.631 -1.258 -0.269
H -1.77352 -0.98181 1.08701 0.564 0.173 -2.529
H 0.92750 -0.30644 1.30071 -0.018 0.108 1.533
H -0.62110 2.59784 0.43317 0.539 1.959 -0.947
```
Forces are in eV/Å.

Properties
**Orbital gap (alpha / beta)**: 7.68 / 7.04 eV
**Max |F|**: 3.4 eV/A
**Energy above the lowest of the compared OMol25 structures with the same formula, charge and spin**: 508.3 kJ/mol
**LUMO level (alpha / beta)**: -0.26 / -0.39 eV
**E_tot**: -647.463433 a.u.
**HOMO (alpha / beta)**: -7.937 / -7.427 eV

Results of the natural (NBO) charge analysis, in e, for atoms 1 through 2: atom 1 (C): -0.207, atom 2 (C): -0.068

Formula: C5H7NS2
Source: the OMol25 dataset
Level of theory: the ωB97M-V functional and the def2-TZVPD basis

Structure (XYZ):
```
15
Properties=species:S:1:pos:R:3:forces:R:3
N -1.59798 -1.16315 -1.17168 0.665 -0.055 -0.521
C -1.78700 -0.34138 -0.10095 -0.440 -1.683 -1.855
S -3.23670 0.30943 0.24411 -0.288 0.590 0.116
C -0.59395 -0.13536 0.79095 -0.444 -1.543 0.704
C 0.01313 1.12083 0.45403 3.653 0.987 -0.274
C 1.31729 1.06912 0.11021 -1.708 2.023 -0.586
C 2.11818 -0.11408 0.20957 -0.816 -2.045 -0.051
S 0.76915 -1.39436 0.63861 0.612 0.637 0.345
H -0.75376 -1.70050 -1.28449 0.498 0.315 0.603
H -2.08049 -1.17387 -2.06188 -0.896 0.513 0.814
H -1.05724 -0.08610 1.76271 0.284 -0.316 0.741
H -0.37250 2.08214 0.67911 -1.146 0.569 -0.448
H 1.76361 1.89563 -0.41695 0.276 0.711 0.513
H 2.53592 -0.35256 -0.75401 0.227 -0.401 -0.414
H 2.96233 -0.01579 0.90065 -0.476 -0.301 0.312
```
Forces are in eV/Å.

Properties
**Structure (SMILES)**: NC(=S)[C@@H]1C=CCS1
**Orbital gap**: 8.90 eV
**Max |F|**: 3.8 eV/A
**Energy above the lowest of the compared OMol25 structures with the same formula, charge and spin**: 86.4 kJ/mol
**LUMO level**: 0.48 eV
**E_tot**: -1045.811168 a.u.
**HOMO**: -8.422 eV

Results of the natural (NBO) charge analysis, in e, for atoms 1 through 2: atom 1 (N): -0.785, atom 2 (C): 0.110

Formula: C5H7NS2
Source: the OMol25 dataset
Level of theory: the ωB97M-V functional and the def2-TZVPD basis

Structure (XYZ):
```
15
Properties=species:S:1:pos:R:3:forces:R:3
C -2.02984 0.45339 0.48675 0.705 -0.068 -0.969
C -0.91070 -0.55272 0.34833 -0.287 0.147 -0.204
S -1.26245 -2.15237 0.43735 0.039 0.103 0.022
C 0.45183 -0.05080 0.13597 0.537 -0.222 0.091
C 0.81129 1.25185 -0.37718 -0.575 0.020 -0.060
S -0.06930 2.38139 -1.16117 0.189 -0.229 0.123
C 1.48321 -0.90789 0.49447 0.281 -0.317 0.185
N 2.81285 -0.73704 0.33771 -1.306 0.429 -0.197
H -1.69635 1.32671 1.02768 -0.009 0.294 0.185
H -2.34780 0.79298 -0.51523 0.195 -0.117 0.402
H -2.85209 -0.02816 0.95412 -0.729 -0.302 0.493
H 1.84731 1.50696 -0.20304 0.336 0.076 0.015
H 1.20559 -1.86341 0.96685 0.108 0.530 -0.251
H 3.44816 -1.42252 0.66304 0.375 -0.465 0.236
H 3.17858 0.01936 -0.20624 0.140 0.121 -0.071
```
Forces are in eV/Å.

Properties
**Structure (SMILES)**: CC(=S)/C(C=S)=C/N
**Orbital gap**: 7.75 eV
**Max |F|**: 1.4 eV/A
**Energy above the lowest of the compared OMol25 structures with the same formula, charge and spin**: 91.1 kJ/mol
**LUMO level**: -0.50 eV
**E_tot**: -1045.809379 a.u.
**HOMO**: -8.248 eV

Results of the natural (NBO) charge analysis, in e, for atoms 1 through 2: atom 1 (C): -0.681, atom 2 (C): -0.012

Formula: C5H7O2S
Source: the OMol25 dataset
Level of theory: the ωB97M-V functional and the def2-TZVPD basis

Structure (XYZ):
```
15
Properties=species:S:1:pos:R:3:forces:R:3
C 0.27805 1.06138 1.06655 -0.229 1.820 0.679
C 0.54110 -0.09869 0.14979 0.237 -1.206 -0.176
C 0.62750 -1.50916 0.75839 -1.378 -0.931 -0.499
S 1.63337 0.15097 -1.31723 0.147 0.171 0.231
C -0.12550 -0.13579 -1.16220 -2.682 -1.552 -0.625
C -1.32262 0.89975 -1.51955 3.136 -0.797 0.856
O -1.06285 2.07778 -1.42846 0.807 2.811 0.041
O -2.35506 0.34465 -1.75089 -3.246 -2.111 -0.827
H 1.20812 1.40562 1.58505 -0.535 -0.250 -0.468
H -0.43898 0.84424 1.91652 0.522 -0.172 -1.099
H -0.15497 1.93784 0.44991 0.766 -1.406 0.959
H 1.27884 -1.60261 1.62379 -0.234 0.141 0.334
H 0.90804 -2.34539 0.06991 0.332 1.191 -0.006
H -0.44848 -1.84006 0.93231 1.128 0.622 0.701
H -0.56653 -1.19054 -1.37389 1.228 1.669 -0.102
```
Forces are in eV/Å.

Properties
**Structure (SMILES)**: CC1(C)S[C@@H]1C(=O)[O-]
**Orbital gap**: 7.53 eV
**Max |F|**: 4.0 eV/A
**Energy above the lowest of the compared OMol25 structures with the same formula, charge and spin**: 0.0 kJ/mol
**LUMO level**: 3.39 eV
**E_tot**: -743.421234 a.u.
**HOMO**: -4.142 eV
**Charge**: -1

Results of the natural (NBO) charge analysis, in e, for atoms 1 through 2: atom 1 (C): -0.660, atom 2 (C): -0.106

Formula: C5H7O3
Source: the OMol25 dataset
Level of theory: the ωB97M-V functional and the def2-TZVPD basis

Structure (XYZ):
```
15
Properties=species:S:1:pos:R:3:forces:R:3
O -2.49200 -0.64128 -0.22167 0.049 -0.150 0.025
C -1.78167 0.34263 -0.49591 -0.361 -0.145 -0.284
O -2.05928 1.53650 -0.64687 -0.034 0.502 -0.103
C -0.30689 -0.02165 -0.51660 1.084 1.033 0.432
C 0.61355 0.90619 0.09064 -0.416 -1.653 2.884
C 1.96035 0.56133 0.40784 -0.380 0.069 -0.700
C 2.85660 0.20608 -0.61440 -0.330 -0.347 0.125
O 4.04698 -0.08954 -0.52733 0.310 -0.146 -0.007
H -4.06715 -2.13533 1.71563 0.093 -0.204 0.035
H 0.03352 -1.03643 -0.46125 0.132 -0.300 -0.632
H 0.48506 0.70685 -1.18981 -0.739 -0.131 -1.280
H 0.11271 1.72086 0.61424 0.058 0.363 -0.492
H -3.99905 -2.81764 2.01836 -0.068 0.212 -0.059
H 2.21822 0.50431 1.45147 0.445 0.802 0.189
H 2.37904 0.25712 -1.62435 0.157 0.095 -0.135
```
Forces are in eV/Å.

Properties
**Orbital gap**: 7.62 eV
**Max |F|**: 3.4 eV/A
**Energy above the lowest of the compared OMol25 structures with the same formula, charge and spin**: 390.0 kJ/mol
**LUMO level**: 3.33 eV
**E_tot**: -420.353128 a.u.
**HOMO**: -4.294 eV
**Charge**: -1

Results of the natural (NBO) charge analysis, in e, for atoms 1 through 2: atom 1 (O): -0.731, atom 2 (C): 0.729

Formula: C5H7O3S
Source: the OMol25 dataset
Level of theory: the ωB97M-V functional and the def2-TZVPD basis

Structure (XYZ):
```
16
Properties=species:S:1:pos:R:3:forces:R:3
C 0.01961 -0.26141 0.15018 1.988 2.456 3.325
C 0.46134 0.55661 0.92815 -0.431 -0.106 -0.681
C -0.71933 -1.22080 -0.49772 -0.492 -0.726 -4.234
C -1.40788 -0.49916 -1.76224 0.647 0.050 1.870
C 0.98566 1.68179 1.70798 1.365 0.343 -2.840
O -3.03929 1.35972 -2.87323 0.085 -0.310 0.101
O -3.54961 -0.48241 -4.40462 0.260 -0.012 0.512
O -2.63208 -1.09861 -2.01524 -0.026 1.211 -0.487
S -3.68840 0.04468 -3.03286 -0.681 -0.182 -0.337
H -0.09694 -2.00872 -0.92842 -0.086 -0.250 0.305
H -1.46133 -1.61883 0.11087 -1.398 -0.819 1.082
H -1.42086 0.61249 -1.48039 -0.459 -1.438 -0.745
H -0.70321 -0.65928 -2.56973 0.187 0.309 -0.519
H 1.80954 2.12653 1.05771 -0.069 -0.900 1.210
H 1.29172 1.39019 2.68200 0.411 0.115 0.812
H 0.38827 2.56492 1.66340 -1.299 0.258 0.624
```
Forces are in eV/Å.

Properties
**Orbital gap**: 7.40 eV
**Max |F|**: 4.6 eV/A
**Energy above the lowest of the compared OMol25 structures with the same formula, charge and spin**: 237.5 kJ/mol
**LUMO level**: 3.24 eV
**E_tot**: -818.592979 a.u.
**HOMO**: -4.155 eV
**Charge**: -1

Results of the natural (NBO) charge analysis, in e, for atoms 1 through 2: atom 1 (C): 0.015, atom 2 (C): -0.056

Q: Which formula does entry 2 have?
A: C5H7NS2

Copy entry 3 word for word.
Formula: C5H7NS2
Source: the OMol25 dataset
Level of theory: the ωB97M-V functional and the def2-TZVPD basis

Structure (XYZ):
```
15
Properties=species:S:1:pos:R:3:forces:R:3
C -2.02984 0.45339 0.48675 0.705 -0.068 -0.969
C -0.91070 -0.55272 0.34833 -0.287 0.147 -0.204
S -1.26245 -2.15237 0.43735 0.039 0.103 0.022
C 0.45183 -0.05080 0.13597 0.537 -0.222 0.091
C 0.81129 1.25185 -0.37718 -0.575 0.020 -0.060
S -0.06930 2.38139 -1.16117 0.189 -0.229 0.123
C 1.48321 -0.90789 0.49447 0.281 -0.317 0.185
N 2.81285 -0.73704 0.33771 -1.306 0.429 -0.197
H -1.69635 1.32671 1.02768 -0.009 0.294 0.185
H -2.34780 0.79298 -0.51523 0.195 -0.117 0.402
H -2.85209 -0.02816 0.95412 -0.729 -0.302 0.493
H 1.84731 1.50696 -0.20304 0.336 0.076 0.015
H 1.20559 -1.86341 0.96685 0.108 0.530 -0.251
H 3.44816 -1.42252 0.66304 0.375 -0.465 0.236
H 3.17858 0.01936 -0.20624 0.140 0.121 -0.071
```
Forces are in eV/Å.

Properties
**Structure (SMILES)**: CC(=S)/C(C=S)=C/N
**Orbital gap**: 7.75 eV
**Max |F|**: 1.4 eV/A
**Energy above the lowest of the compared OMol25 structures with the same formula, charge and spin**: 91.1 kJ/mol
**LUMO level**: -0.50 eV
**E_tot**: -1045.809379 a.u.
**HOMO**: -8.248 eV

Results of the natural (NBO) charge analysis, in e, for atoms 1 through 2: atom 1 (C): -0.681, atom 2 (C): -0.012

Q: What is the E_tot in the first record?
A: -647.463433 a.u.